# C72H174Cl12N10

A 16-piece molecular cluster, C72H174Cl12N10 overall in a non-equilibrium geometry (ωB97M-V/def2-TZVPD, the Open Molecules 2025 dataset).

Geometry as XYZ:
```
268
Properties=species:S:1:pos:R:3:mulliken_charge:R:1
Cl 17.531 23.365 18.105 -0.19
C 18.196 21.682 17.712 1.54
C 17.258 20.580 18.085 0.55
Cl 15.667 20.687 17.212 -0.17
H 19.114 21.575 18.271 -0.69
H 18.365 21.597 16.637 -0.67
H 17.076 20.597 19.171 0.49
H 17.781 19.643 17.792 -0.89
Cl 17.283 15.616 23.688 -0.14
C 16.095 16.842 23.183 -0.43
C 16.861 17.945 22.416 -0.82
Cl 17.810 17.284 21.082 0.03
H 15.678 17.236 24.107 0.44
H 15.292 16.367 22.640 0.13
H 17.486 18.346 23.193 0.42
H 16.131 18.669 22.001 0.29
Cl 17.264 10.921 22.142 -0.21
C 18.431 11.868 21.264 0.13
C 18.898 11.234 19.962 -0.21
Cl 17.772 11.577 18.580 -0.12
H 19.314 11.943 21.867 -0.13
H 18.039 12.866 21.163 0.15
H 19.017 10.147 20.074 0.46
H 19.869 11.666 19.733 -0.07
Cl 13.460 17.965 14.814 -0.18
C 14.162 18.009 13.169 0.36
C 13.662 19.257 12.456 -0.70
Cl 14.546 20.722 13.046 -0.11
H 13.794 17.142 12.677 0.19
H 15.274 17.887 13.161 -0.42
H 12.603 19.479 12.571 0.48
H 13.904 19.113 11.428 0.30
Cl 24.371 20.317 11.617 -0.23
C 24.683 19.300 13.066 0.32
C 23.348 19.007 13.852 0.47
Cl 22.295 17.724 13.100 0.04
H 25.421 19.720 13.762 -0.36
H 25.166 18.457 12.566 0.43
H 22.784 19.925 13.909 -0.14
H 23.630 18.725 14.834 -0.43
Cl 21.749 21.493 16.787 0.24
C 21.348 23.120 16.218 0.04
C 21.187 24.063 17.365 -0.31
Cl 22.679 24.233 18.298 -0.19
H 20.444 23.043 15.590 -0.78
H 22.061 23.453 15.457 0.53
H 20.404 23.691 18.053 0.01
H 20.954 25.025 17.011 0.45
C 24.056 12.925 22.378 -1.22
C 22.459 12.908 22.445 0.00
N 21.990 14.086 23.179 0.70
C 22.119 14.053 24.605 -0.75
C 21.305 12.989 25.290 -1.04
C 20.754 14.734 22.631 -0.45
C 20.768 14.965 21.148 0.23
H 24.456 13.680 21.741 0.10
H 24.494 11.979 22.101 0.44
H 24.391 13.134 23.371 0.29
H 22.051 12.964 21.440 -0.09
H 22.118 12.005 22.926 0.39
H 23.172 13.806 24.863 0.31
H 21.929 15.028 25.014 0.42
H 20.216 13.052 24.984 0.18
H 21.565 11.913 24.941 0.22
H 21.401 13.164 26.324 0.49
H 20.552 15.684 23.188 0.48
H 19.849 14.134 22.989 -0.12
H 21.711 15.354 20.742 0.03
H 19.931 15.552 20.803 -0.53
H 20.684 13.967 20.689 -0.04
C 11.617 14.194 14.472 -0.46
C 12.541 13.324 13.627 -0.55
N 13.995 13.479 13.884 0.79
C 14.744 12.960 12.730 -0.58
C 14.583 13.683 11.397 -1.40
C 14.515 12.852 15.105 -1.15
C 15.877 13.329 15.636 0.07
H 10.641 13.672 14.724 0.27
H 11.364 15.125 13.897 0.27
H 12.142 14.503 15.399 -0.19
H 12.214 12.279 13.694 0.35
H 12.408 13.689 12.619 0.15
H 15.782 12.997 13.010 0.23
H 14.551 11.868 12.638 0.36
H 14.609 14.762 11.437 0.16
H 15.352 13.371 10.677 0.42
H 13.539 13.491 11.008 0.45
H 14.708 11.805 14.905 0.28
H 13.774 13.015 15.892 0.38
H 15.832 14.385 15.746 -0.06
H 16.643 13.024 14.953 0.35
H 16.114 12.877 16.626 -0.30
C 24.116 21.919 21.719 -1.62
C 22.807 21.552 20.994 0.41
N 22.140 20.361 21.510 0.20
C 20.758 20.209 20.985 1.30
C 19.699 21.006 21.668 -1.34
C 22.898 19.129 21.566 -0.69
C 22.219 18.019 22.329 -1.00
H 23.982 21.756 22.817 0.40
H 24.442 22.939 21.610 0.41
H 24.950 21.324 21.419 0.29
H 22.137 22.357 21.141 0.36
H 22.884 21.460 19.894 -0.19
H 20.704 20.284 19.855 -0.37
H 20.417 19.239 21.260 -0.48
H 19.962 22.093 21.621 0.30
H 18.785 20.832 21.145 0.20
H 19.556 20.772 22.724 0.30
H 23.864 19.332 21.972 0.62
H 23.083 18.677 20.586 0.47
H 22.855 17.109 22.431 0.42
H 21.330 17.662 21.837 -0.34
H 21.916 18.287 23.346 0.28
C 16.673 19.409 9.943 -1.65
C 17.674 19.018 10.977 1.26
N 18.197 17.712 10.648 0.43
C 19.628 17.659 11.028 0.43
C 20.648 18.187 10.024 -1.74
C 17.313 16.614 11.039 -0.57
C 17.602 15.907 12.373 0.84
H 15.875 18.681 9.923 0.24
H 17.256 19.377 9.017 0.44
H 16.168 20.314 10.239 0.39
H 18.493 19.723 11.001 -0.05
H 17.226 19.055 11.999 -0.48
H 19.883 16.620 11.052 0.55
H 19.828 18.008 12.033 -0.39
H 20.762 19.290 9.981 0.21
H 20.368 17.978 8.985 0.45
H 21.622 17.717 10.170 0.40
H 16.307 17.035 11.148 0.16
H 17.322 15.811 10.250 0.09
H 17.647 16.541 13.202 -0.40
H 16.775 15.146 12.545 -0.51
H 18.561 15.375 12.304 0.33
C 20.147 25.429 13.410 -1.18
C 18.989 24.564 12.948 -0.55
N 18.873 23.182 13.384 1.13
C 17.490 22.752 13.450 0.62
C 16.818 23.431 14.627 -1.23
C 19.615 22.343 12.367 -1.33
C 20.104 21.003 12.935 1.42
H 21.118 25.089 13.061 0.31
H 20.287 25.527 14.551 0.04
H 20.069 26.424 13.017 0.48
H 18.104 25.082 13.413 0.32
H 18.905 24.606 11.863 0.37
H 16.937 22.856 12.500 0.20
H 17.550 21.635 13.681 -0.65
H 16.280 24.345 14.439 0.49
H 15.989 22.785 15.029 0.21
H 17.573 23.564 15.393 0.17
H 20.544 22.903 12.143 0.52
H 19.021 22.123 11.451 0.28
H 19.199 20.446 13.121 -1.10
H 20.657 21.148 13.862 -0.66
H 20.727 20.433 12.266 0.34
C 14.538 17.285 18.702 -1.03
C 14.105 15.867 18.302 1.09
N 13.335 15.196 19.354 0.05
C 12.377 14.249 18.867 0.14
C 11.390 13.806 19.950 -1.61
C 14.232 14.503 20.317 -0.32
C 14.736 13.094 19.941 -0.47
H 15.410 17.267 19.338 -0.20
H 13.748 17.902 19.159 0.55
H 14.943 17.834 17.805 0.05
H 13.556 15.942 17.353 -0.12
H 15.043 15.302 18.081 -0.36
H 11.923 14.775 18.009 0.47
H 12.944 13.328 18.480 0.00
H 11.791 13.304 20.853 0.30
H 10.796 14.606 20.397 0.35
H 10.690 13.087 19.527 0.42
H 13.749 14.401 21.294 0.52
H 15.019 15.241 20.487 -0.19
H 13.991 12.355 20.032 0.48
H 15.481 12.816 20.645 0.16
H 15.262 13.056 18.956 -0.15
C 20.632 10.059 13.866 -1.52
C 20.233 10.955 15.056 -0.13
N 20.995 12.186 14.915 0.29
C 20.536 13.050 13.868 -0.38
C 21.445 14.286 13.684 -0.71
C 21.029 12.860 16.236 1.99
C 22.261 12.340 16.932 -1.43
H 20.599 9.027 14.068 0.45
H 21.658 10.244 13.552 0.34
H 20.007 10.238 13.001 0.36
H 19.148 11.121 15.024 0.03
H 20.536 10.530 15.988 0.45
H 20.608 12.495 12.955 0.62
H 19.514 13.368 14.122 -0.12
H 21.619 14.877 14.634 -0.13
H 22.365 13.861 13.363 0.47
H 21.091 14.923 12.887 0.20
H 20.155 12.761 16.840 -0.36
H 21.088 13.943 16.128 -1.30
H 22.375 12.712 17.981 0.15
H 23.087 12.549 16.295 0.45
H 22.279 11.190 17.047 0.37
C 24.592 15.655 15.832 -0.16
C 25.983 15.300 16.431 -0.80
N 26.157 15.979 17.683 0.96
C 27.485 15.748 18.257 -0.74
C 28.515 16.477 17.462 -1.21
C 25.199 15.456 18.662 -0.11
C 25.058 16.359 19.935 -0.60
H 23.707 15.284 16.377 -0.46
H 24.471 15.222 14.842 0.54
H 24.451 16.738 15.663 -0.07
H 26.102 14.210 16.516 0.24
H 26.805 15.677 15.830 0.48
H 27.670 14.648 18.351 0.34
H 27.502 16.079 19.303 0.42
H 28.040 17.435 17.100 0.06
H 28.825 15.846 16.636 0.40
H 29.430 16.716 18.082 0.43
H 24.197 15.449 18.229 -0.29
H 25.428 14.460 19.016 0.29
H 24.795 15.882 20.853 0.06
H 26.073 16.747 20.097 0.41
H 24.305 17.169 19.773 -0.27
C 18.287 15.509 17.717 0.21
C 18.765 16.425 16.603 0.29
N 18.954 17.785 17.003 0.54
C 20.122 18.031 17.910 0.84
C 21.459 17.258 17.588 0.13
C 19.155 18.505 15.672 0.03
C 17.855 18.847 14.870 1.59
H 18.274 14.488 17.379 0.35
H 17.315 15.889 18.069 -0.42
H 19.020 15.476 18.513 -0.75
H 19.718 16.078 16.143 -0.39
H 18.003 16.389 15.831 0.47
H 20.344 19.126 17.845 -0.55
H 19.791 17.756 18.890 -0.05
H 22.225 17.472 18.316 0.19
H 21.273 16.178 17.383 -0.37
H 21.874 17.777 16.718 -0.20
H 19.797 17.966 14.996 0.55
H 19.644 19.481 15.864 -0.50
H 17.083 19.389 15.417 -0.70
H 17.353 17.934 14.573 -0.75
H 18.140 19.396 13.978 -0.94
C 25.401 22.612 15.656 0.14
C 26.304 22.629 16.877 -1.06
N 27.162 21.423 16.963 -0.09
C 27.929 21.148 15.713 0.08
C 29.113 20.264 16.035 -1.16
C 26.432 20.182 17.308 1.01
C 25.819 20.162 18.718 -0.57
H 25.829 23.186 14.853 0.41
H 24.440 22.994 15.907 -0.29
H 25.221 21.594 15.305 -0.11
H 27.024 23.450 16.795 0.46
H 25.785 22.764 17.794 0.40
H 27.239 20.738 14.985 -0.21
H 28.242 22.169 15.436 0.51
H 29.488 20.270 17.079 0.25
H 28.773 19.206 15.755 0.20
H 29.931 20.517 15.370 0.44
H 27.181 19.429 17.354 -0.35
H 25.648 19.986 16.549 -0.39
H 26.658 20.367 19.420 0.43
H 25.331 19.183 18.955 -0.24
H 24.996 20.863 18.814 0.10
```

Computed properties:
Kohn-Sham gap   8.60 eV
E_tot   -8917.2924 a.u.
Energy relative to the best compared isomer or geometry (same formula, charge and spin)   32.99 kcal/mol
LUMO level   0.5429 eV
F_max   0.0629 Eh/bohr
HOMO   -8.061 eV
Multiplicity   1